Entry from OMol25: one molecule with the formula C5H6IN (ωB97M-V/def2-TZVPD).

Atoms and positions in Å:
1 H -2.39149 -1.55934 -0.00251
2 N -1.56554 -1.07573 -0.16861
3 C -0.49084 -1.66685 0.05315
4 C 0.70122 -0.85200 -0.03429
5 I 2.56433 -1.89015 0.30115
6 C 0.77719 0.31255 -0.87112
7 C 0.37411 1.26308 -0.10091
8 C 0.29406 0.74854 1.28834
9 H -0.36652 -2.74010 0.11269
10 H 1.18450 0.32696 -1.83026
11 H 0.08799 2.24789 -0.17419
12 H 1.12442 0.84870 1.97401
13 H -0.69692 0.95322 1.87027

Computed properties:
Total energy = -14868.6137 eV
Highest occupied orbital energy = -8.59 eV